Molecular formula: H35O18
Method: DFT, the ωB97M-V functional and the def2-TZVPD basis

Positions of all 53 atoms, in Å:
O -1.29 0.33 -3.03
H -1.52 0.32 -2.08
H 0.93 1.29 -2.32
O -1.43 -3.16 0.11
H -1.66 -2.91 1.03
O 0.90 1.03 -5.19
H 1.66 0.89 -5.68
H 1.18 1.20 -4.28
O -1.98 2.21 -0.14
H 2.04 -2.14 -2.50
H -1.47 1.80 -0.91
O 5.06 -1.36 2.83
H 4.17 -1.46 2.40
H 5.01 -0.47 2.88
O 3.83 1.87 -2.42
H 2.97 2.00 -1.98
H 4.39 1.57 -1.87
O -2.70 -2.87 -2.64
H -2.27 -3.20 -1.86
H -3.38 -3.57 -2.99
O -3.79 0.35 2.76
H 0.80 -3.95 -0.25
H -0.19 1.34 4.76
O -2.01 -0.88 0.77
H -1.00 -0.41 0.38
H -2.58 -0.38 0.32
O -0.08 4.24 -1.63
H -0.18 3.39 -1.72
H -0.80 4.32 -0.98
O -0.01 0.31 0.08
H 1.38 -2.40 1.81
H 0.68 -0.09 -0.16
O 2.12 -1.74 2.05
H 1.70 -0.97 2.63
H -1.76 1.54 0.58
O 0.30 1.93 5.37
H -1.36 -2.17 -0.15
H 1.15 1.66 5.46
O 1.37 1.76 -1.57
H -4.14 0.08 3.55
H 0.73 1.60 -0.92
O 1.23 -2.52 -2.87
H -0.90 -0.49 -3.40
H 0.83 -2.68 -1.97
O 1.66 -3.54 -0.26
H -4.44 0.99 2.58
H 1.66 -2.72 0.27
O -0.78 -1.58 2.92
H -1.34 -1.18 2.23
H -1.15 -2.47 3.14
O -2.02 3.98 2.43
H -2.55 3.59 3.20
H -1.55 3.20 2.25

Results
Frontier orbital gap in Ha: 0.3455
Total energy in Ha: -1375.2322
Net charge: -1
LUMO in eV: 2.021
Largest force on an atom in hartree/bohr: 0.210
Molar mass in g/mol: 323.262

Molecular formula: C6H13N4O
Method: DFT, the ωB97M-V functional and the def2-TZVPD basis

Positions of all 24 atoms, in Å:
C 0.90 2.02 -2.20
N 1.08 1.51 -0.83
C 0.32 0.70 -0.13
N -0.97 0.44 -0.40
C -1.89 1.30 -1.07
N 0.96 0.29 1.02
C 2.10 -0.59 1.10
N 0.88 -0.93 1.68
C 0.07 -2.03 1.20
C -0.87 -2.49 2.09
O -1.53 -3.59 1.73
H 1.94 2.40 -2.52
H 0.43 1.33 -2.95
H 0.17 2.93 -2.03
H 1.87 1.72 -0.36
H -1.49 -0.19 0.27
H -2.31 0.83 -1.91
H -2.74 1.73 -0.41
H -1.42 2.26 -1.36
H 2.99 -0.35 1.61
H 2.24 -0.98 0.05
H 0.46 -2.33 0.13
H -1.03 -1.99 2.99
H -2.15 -3.99 2.29

Results
Frontier orbital gap in Ha: 0.3647
Total energy in Ha: -530.2964
Net charge: +1
LUMO in eV: -2.636
Largest force on an atom in hartree/bohr: 0.087
Molar mass in g/mol: 157.197

Here are the calculated energy above the lowest of the compared OMol25 structures with the same formula, charge and spin numbers, same order: 378.3 436.4 (kJ/mol).